40
Properties=species:S:1:pos:R:3 method="wB97M-V/def2-TZVPD" homo_energy_ev="-14.927 / -15.092" s2=2.021 lumo_energy_ev="-8.01 / -8.26" spin_multiplicity=3 total_charge=+2 homo_lumo_gap_ev="6.9 / 6.8"
W -1.281 -0.114 0.211
Br -3.331 -0.116 6.278
S -1.344 -2.125 -0.878
N 0.528 -0.041 -0.814
N 1.217 -1.190 -1.092
N -1.054 1.957 -0.382
N 0.914 -3.448 -1.355
C -1.697 4.244 -0.600
C 2.335 -3.719 -1.633
C 0.438 -2.241 -1.124
C 0.175 2.258 -0.885
C -0.442 4.557 -1.090
C -1.387 -1.068 4.459
C -1.301 -0.509 2.144
C -0.769 -1.201 3.240
C -3.091 0.412 3.523
C 2.686 -3.486 -3.093
C -2.535 -0.262 4.601
C 2.417 1.259 -1.695
C -2.463 0.270 2.294
C -1.966 2.933 -0.256
C 1.065 1.102 -1.108
C 0.505 3.547 -1.241
H 2.330 1.584 -2.735
H -0.197 5.574 -1.365
H -2.938 2.655 0.129
H 2.104 -4.136 -3.746
H 2.976 2.023 -1.153
H 0.258 -4.210 -1.430
H 2.922 -3.081 -0.975
H -2.464 4.995 -0.482
H -1.002 -1.586 5.327
H 2.504 -2.449 -3.377
H 3.740 -3.703 -3.256
H 2.957 0.319 -1.667
H 2.515 -4.752 -1.342
H -3.983 1.010 3.645
H -2.932 0.794 1.435
H 1.483 3.764 -1.643
H 0.107 -1.824 3.131



43
Properties=species:S:1:pos:R:3 method="wB97M-V/def2-TZVPD" smiles="CCOC(=O)C(C(=O)OCC)(C(C)C)[C@@]1(Cl)C(Cl)=C([O-])C(=O)C(Cl)=C1Cl" homo_energy_ev=-3.679 lumo_energy_ev=2.46 total_charge=-1 homo_lumo_gap_ev=6.1
Cl -1.709 -1.739 2.886
Cl -0.606 -4.201 1.291
Cl 1.871 -3.617 -0.658
Cl -0.112 0.951 2.983
O 2.677 0.206 2.440
O -0.138 -2.095 -2.859
O -1.106 -3.987 -2.196
O -2.975 -3.847 -0.634
O -3.373 -1.915 0.335
O 3.136 -1.052 -0.062
C -2.552 -2.739 -0.331
C -2.571 0.013 -1.596
C 1.848 -0.437 1.823
C 1.300 -2.495 0.424
C -1.154 -2.107 -0.616
C -0.122 -2.557 0.801
C -4.432 -2.540 1.174
C -1.411 -5.774 -3.650
C -5.544 -3.074 0.357
C -0.777 -2.725 -2.005
C -0.119 0.081 -1.342
C 2.159 -1.348 0.625
C -0.305 -1.568 1.961
C -0.754 -4.433 -3.511
C 0.427 -0.451 2.164
C -1.389 -0.550 -0.804
H -6.288 -3.512 1.021
H -2.495 -0.340 -2.611
H -3.536 -0.270 -1.204
H 0.311 -4.500 -3.584
H -4.745 -1.766 1.867
H 0.779 -0.237 -0.826
H -2.512 1.110 -1.604
H -1.117 -3.728 -4.267
H -6.012 -2.284 -0.259
H -3.983 -3.344 1.757
H -1.445 -6.069 -4.687
H -5.179 -3.851 -0.311
H -0.224 1.161 -1.304
H -2.413 -5.778 -3.245
H -1.495 -0.241 0.241
H -0.001 -0.216 -2.383
H -0.880 -6.559 -3.147



39
Properties=species:S:1:pos:R:3 method="wB97M-V/def2-TZVPD" smiles="Cc1nc(COc2cccc(Cl)c2)sc1C(=O)/C=C/N(C)C" homo_energy_ev=-8.308 lumo_energy_ev=0.18 total_charge=0 homo_lumo_gap_ev=8.5
Cl 0.516 -7.095 -3.525
S 1.197 0.731 -0.161
O -1.960 0.926 2.205
O 2.309 -2.664 -2.050
N -0.379 4.637 2.991
N 0.251 -1.627 -0.431
C 2.262 -1.282 -1.819
C -0.909 1.238 1.649
C -0.814 3.406 2.697
C 1.274 -3.272 -2.694
C -1.726 -1.772 0.989
C -0.989 5.422 4.031
C 1.206 -0.879 -0.841
C -0.701 -4.740 -4.015
C 0.385 -5.375 -3.432
C -0.255 2.509 1.847
C -0.576 -1.005 0.448
C 0.192 -2.624 -3.279
C 1.367 -4.661 -2.777
C 0.841 5.153 2.419
C -0.236 0.298 0.736
C -0.782 -3.363 -3.929
H 1.723 4.690 2.874
H 0.887 6.228 2.579
H 2.129 -0.721 -2.758
H -0.310 5.536 4.883
H -1.368 -2.707 1.414
H -2.246 -1.186 1.740
H -1.461 -5.312 -4.520
H 3.247 -1.026 -1.414
H -2.410 -2.016 0.177
H -1.900 4.939 4.376
H 0.666 2.700 1.322
H 2.210 -5.155 -2.322
H -1.240 6.418 3.656
H -1.621 -2.852 -4.375
H -1.730 3.101 3.186
H 0.087 -1.553 -3.225
H 0.861 4.957 1.347



Energy relative to the best compared isomer or geometry (same formula, charge and spin) per entry: 0.0 17.3 194.3 kJ/mol
Maximum force per entry: 0.007 0.060 0.021 Eh/bohr